[1]
This record from the Open Molecules 2025 dataset describes C13H20InO3 as an isolated structure in a non-equilibrium geometry. The level of theory is wB97M-V/def2-TZVPD.

Each line ends with the Löwdin charge.
Geometry (Å):
In 1.089 2.953 -0.540  0.63
O 2.269 1.404 0.198  -0.41
O -1.732 2.933 0.748  -0.01
O -0.829 2.168 -1.163  -0.17
C -4.837 0.169 0.395  -0.11
C 2.731 0.530 -0.801  -0.34
C 2.029 -1.272 0.935  -0.39
C -4.555 -1.052 -0.148  -0.11
C -2.438 -0.216 -0.757  -0.05
C -3.332 -1.253 -0.737  -0.09
C -3.924 1.181 0.388  -0.03
C 2.146 -1.806 -1.518  -0.08
C 2.721 -0.711 2.195  -0.08
C 0.528 -0.892 0.919  -0.06
C 2.767 -0.965 -0.370  -0.32
C -1.686 2.124 -0.189  -0.61
C -2.695 0.998 -0.190  -0.14
H -5.822 0.305 0.827  0.10
H 1.815 3.759 -1.963  -0.10
H 0.336 -0.230 0.075  0.05
H 0.305 -0.315 1.817  0.08
H 2.386 -1.303 3.053  0.07
H 2.291 -1.313 -2.484  0.07
H 3.806 -0.662 2.112  0.07
H -5.273 -1.863 -0.150  0.10
H 2.327 0.292 2.365  0.06
H 0.971 4.171 0.746  -0.09
H 2.054 -2.366 1.049  0.12
H -1.473 -0.363 -1.226  0.11
H 2.606 -2.795 -1.607  0.07
H -3.038 -2.191 -1.189  0.10
H 3.773 0.820 -1.040  0.11
H 1.065 -1.911 -1.402  0.07
H -4.212 2.124 0.835  0.12
H 2.176 0.650 -1.745  0.08
H 3.789 -1.347 -0.280  0.12
H -0.134 -1.755 0.838  0.07

Values from the calculation:
DFT total energy = -25122.8912 eV
frontier orbital gap = 0.3079 Eh
charge = -1

[2]
This record from the Open Molecules 2025 dataset describes a 12-piece molecular cluster, C30H87N3O21 overall in a non-equilibrium geometry. The level of theory is wB97M-V/def2-TZVPD.

Each line ends with the Löwdin charge.
Geometry (Å):
O 2.562 -0.799 1.529  -0.08
O 4.368 3.951 -0.348  -0.05
O 2.619 4.746 3.119  -0.05
O 2.403 -3.006 3.474  -0.07
O 0.921 2.197 -4.698  -0.07
O -0.321 -0.874 0.922  -0.06
O -3.618 1.432 3.659  -0.05
O 3.982 -4.401 -0.457  -0.16
O -1.845 -1.039 6.542  -0.04
O 0.491 -0.614 3.618  -0.10
O 6.434 1.696 -0.315  -0.08
O -2.328 -1.035 3.651  -0.08
O -3.810 2.579 -2.797  -0.21
O 1.554 2.190 4.142  -0.04
O -1.026 2.911 3.386  -0.06
O 0.734 -1.960 -3.307  -0.09
O -2.083 4.745 -2.155  -0.06
O -6.339 -2.842 1.592  -0.19
O -2.152 -1.858 -2.632  -0.08
O 2.463 0.068 -2.906  -0.07
O -0.266 2.442 -1.774  -0.09
N -2.957 -2.466 0.213  0.07
N -1.469 0.584 -3.982  0.05
N 5.291 -1.176 0.940  0.07
C -2.373 1.472 -4.655  -0.40
C 0.554 0.063 0.429  -0.24
C 6.243 -2.290 -0.923  -0.05
C -3.685 1.595 -3.830  -0.16
C -5.041 2.637 -2.154  -0.11
C 0.104 3.720 -1.372  -0.21
C 2.343 2.345 3.037  -0.28
C 4.976 -2.145 -0.110  -0.44
C -0.692 4.701 -2.397  -0.21
C 1.185 -1.309 4.627  -0.20
C 1.746 1.097 -5.049  -0.23
C 4.586 -3.500 0.488  -0.17
C -3.019 -1.407 5.957  -0.28
C -3.208 2.066 2.510  -0.26
C 3.313 3.532 3.169  -0.24
C -4.414 -0.611 0.419  -0.05
C 1.260 -2.822 4.287  -0.20
C -5.209 -3.093 0.788  -0.22
C 0.072 -2.846 -2.367  -0.18
C 5.277 1.779 -1.155  -0.21
C -4.134 -2.012 0.891  -0.44
C 4.166 2.570 -0.437  -0.25
C -7.277 -3.961 1.642  -0.08
C 1.973 -0.508 0.281  -0.22
C -1.711 2.060 2.442  -0.20
C -2.786 -2.001 4.551  -0.21
C 2.722 -4.000 -1.021  -0.11
C -1.403 -3.011 -2.786  -0.26
C -2.511 0.933 -6.108  -0.04
C 2.865 0.781 -4.048  -0.24
H -1.521 2.499 1.463  0.11
H 6.581 2.566 0.064  0.08
H -1.562 -3.425 -3.782  0.12
H -0.279 5.693 -2.214  0.11
H 5.939 -0.597 0.427  0.05
H -0.549 0.733 -4.372  0.04
H -3.698 -0.554 5.950  0.12
H -3.495 -2.142 6.606  0.12
H 6.484 -1.328 -1.374  0.07
H 0.004 -1.180 1.772  0.06
H 2.303 1.253 -5.973  0.12
H -1.283 1.058 2.455  0.10
H -4.004 0.627 -3.443  0.12
H 2.804 -3.272 -1.828  0.07
H -8.109 -3.667 2.282  0.08
H 3.485 -0.976 1.336  0.02
H 2.852 1.440 2.705  0.11
H 2.146 -0.828 4.809  0.13
H -2.201 -1.935 0.622  0.04
H -4.706 -0.570 -0.631  0.08
H 1.739 -0.529 -3.111  0.03
H 1.908 -1.406 -0.334  0.08
H 0.892 2.767 -5.470  0.10
H 2.286 -4.861 -1.528  0.09
H 0.157 0.317 -0.554  0.11
H 2.518 5.057 4.022  0.09
H -1.748 -1.199 -3.201  0.03
H 3.282 2.295 -1.012  0.10
H -3.250 0.545 3.672  0.03
H 0.657 -1.156 5.568  0.11
H -3.550 0.053 0.442  0.07
H -7.646 -4.163 0.636  0.08
H 0.031 3.887 -0.297  0.11
H 7.044 -2.587 -0.245  0.09
H -4.732 -4.030 1.075  0.11
H -4.814 2.853 -1.110  0.09
H 0.338 -3.137 3.798  0.11
H -1.675 -3.752 -2.034  0.12
H 0.466 -3.845 -2.555  0.11
H -6.780 -4.833 2.067  0.08
H -5.479 -3.330 -0.242  0.12
H 0.543 1.005 0.977  0.10
H -5.589 3.485 -2.563  0.09
H -4.544 1.709 -4.490  0.12
H -1.771 -0.143 6.204  0.09
H 5.483 -4.013 0.834  0.13
H 0.213 -2.615 -1.311  0.11
H -1.559 0.964 -6.637  0.07
H -5.230 -0.288 1.066  0.09
H 4.026 2.289 0.607  0.11
H 3.418 1.700 -3.852  0.12
H 0.122 2.323 -2.644  0.04
H 3.965 -3.432 1.382  0.11
H 1.721 2.578 2.173  0.11
H -0.434 4.486 -3.434  0.10
H -2.982 -2.058 -0.710  0.04
H -2.449 3.865 -2.270  0.04
H 3.593 0.167 -4.578  0.12
H 1.344 -3.444 5.178  0.12
H 1.953 -3.558 -0.387  0.08
H 4.112 -1.810 -0.684  0.11
H -1.372 0.935 -3.041  0.08
H -2.077 2.520 -4.645  0.13
H -3.663 -2.528 4.174  0.12
H -1.370 -1.067 3.707  0.05
H -5.728 1.793 -2.216  0.09
H -3.947 -1.964 1.964  0.11
H 2.228 -2.460 2.704  0.04
H 0.610 0.333 3.726  0.07
H 0.894 -2.455 -4.114  0.10
H 2.613 0.147 -0.310  0.09
H 4.253 4.389 -1.195  0.09
H 5.536 2.301 -2.075  0.11
H -1.185 3.825 3.142  0.10
H 4.257 3.547 2.623  0.11
H -3.584 3.078 2.658  0.13
H 5.056 0.764 -1.485  0.10
H 5.887 -1.752 1.518  0.09
H 1.145 0.206 -5.229  0.11
H -3.133 1.615 -6.687  0.07
H 3.780 3.530 4.154  0.12
H -3.586 1.581 1.609  0.09
H -2.980 -0.050 -6.055  0.08
H -1.994 -2.737 4.693  0.12
H 0.783 2.644 3.795  0.04
H 1.156 3.963 -1.524  0.10
H 6.119 -3.010 -1.732  0.09

Values from the calculation:
DFT total energy = -79981.4679 eV
frontier orbital gap = 0.3123 Eh
SMILES = COC[C@H](C)N.COC[C@H](C)N.COC[C@H](C)N.OCCO.OCCO.OCCO.OCCO.OCCO.OCCO.OCCO.OCCO.OCCO
relative energy (zero: lowest compared OMol25 entry of this formula, charge and spin) = 215.5 kJ/mol
charge = 0

- The highest charge belongs to which entry?
  C30H87N3O21